1.
Here is a single C20H21N5O4 molecule from the Open Molecules 2025 dataset. Energies are from the ωB97M-V functional and the def2-TZVPD basis.

Computed properties:
- Energy above the lowest of the compared OMol25 structures with the same formula, charge and spin: 213.55 kJ/mol
- LUMO: 0.6 eV
- SMILES: COc1cccc(C2=C[C@@H](c3ccc(OC)c(OC)c3OC)n3nnnc3N2)c1
- E_tot: -1349.37739 Ha
- HOMO energy: -8.2 eV
- Orbital gap: 8.799 eV

CARTESIAN COORDINATES (ANGSTROEM)
1 O 4.87178 -2.25612 0.06964
2 O 3.21014 -1.16661 -1.89369
3 O -5.54220 -1.86414 1.33748
4 O 1.02268 0.34174 -1.13899
5 N 1.17977 4.12521 0.17528
6 N 1.45672 3.18140 0.96837
7 N 0.06586 3.88989 -0.51752
8 N -1.45031 2.00555 -0.46034
9 N 0.50311 2.25084 0.83228
10 C 3.56827 -1.13616 1.78427
11 C 3.83224 -1.45763 0.45970
12 C -4.49136 -0.55550 -1.93441
13 C 2.48583 -0.34377 2.11270
14 C 1.87157 -0.19527 -0.20408
15 C 1.62231 0.11515 1.13678
16 C 4.53386 -1.15382 -2.38922
17 C -4.87099 -1.24154 0.33207
18 C -6.73104 -2.55211 1.03054
19 C -3.34261 0.11159 -1.56031
20 C -3.70866 -0.57062 0.71002
21 C -5.26299 -1.23033 -1.00264
22 C -0.35367 2.71172 -0.10854
23 C 5.77687 -2.71050 1.04601
24 C 0.44669 -0.52835 -2.09374
25 C 0.42897 0.97756 1.50099
26 C -1.71096 0.80338 0.18527
27 C -2.93941 0.10598 -0.22424
28 C -0.86899 0.31929 1.10803
29 C 3.00097 -0.94861 -0.55549
30 H -7.08736 -2.95906 1.97541
31 H 5.03022 -2.11436 -2.23784
32 H -6.15739 -1.73768 -1.32669
33 H 6.26255 -1.87803 1.56435
34 H -4.79765 -0.55482 -2.96999
35 H 5.12442 -0.36178 -1.92365
36 H -1.06378 -0.63039 1.57588
37 H -2.74497 0.61052 -2.30799
38 H 4.43979 -0.95422 -3.45696
39 H -6.55118 -3.37299 0.32892
40 H -2.10786 2.40627 -1.10653
41 H 4.20702 -1.50033 2.57153
42 H -0.24152 -1.22890 -1.60647
43 H -3.43333 -0.57707 1.75220
44 H -0.11098 0.11545 -2.77188
45 H 2.30748 -0.09176 3.14677
46 H 0.45815 1.15500 2.58748
47 H -7.48991 -1.87956 0.61810
48 H 6.52722 -3.28263 0.50206
49 H 1.19964 -1.08406 -2.65111
50 H 5.28772 -3.36215 1.77679

Results of the Löwdin charge analysis, in e, for atoms 1 through 6:
1 O -0.102
2 O -0.089
3 O -0.079
4 O -0.079
5 N -0.056
6 N 0.048

=====

2.
Here is a single C20H21NO3 molecule from the Open Molecules 2025 dataset. Energies are from the ωB97M-V functional and the def2-TZVPD basis.

Computed properties:
- Energy above the lowest of the compared OMol25 structures with the same formula, charge and spin: 89.59 kJ/mol
- LUMO: 0.7 eV
- SMILES: CCC(=O)c1cn(CCOc2ccccc2OC)c2ccccc12
- E_tot: -1055.18907 Ha
- HOMO energy: -7.9 eV
- Orbital gap: 8.586 eV

CARTESIAN COORDINATES (ANGSTROEM)
1 O 3.57787 -1.80834 -0.72278
2 O -2.39004 -2.08969 -0.04285
3 O -3.37912 0.30052 -0.21005
4 N 0.07978 -1.48934 1.42618
5 C -1.64947 -3.06150 0.65068
6 C -3.99008 1.56338 -0.28454
7 C 0.99289 0.45108 0.69514
8 C -1.06829 2.00494 1.74777
9 C -1.73357 -1.22649 -0.89218
10 C -0.63534 -1.55579 -1.66613
11 C 1.84923 -0.64219 0.31668
12 C -1.12973 0.63952 1.92003
13 C -1.69423 0.99628 -1.82907
14 C -0.01275 2.59094 1.05040
15 C 4.44089 1.22166 0.32025
16 C 1.01317 1.83532 0.52637
17 C -2.28549 0.06816 -0.98828
18 C 3.08864 -0.72745 -0.44707
19 C 3.75677 0.56120 -0.87728
20 C -0.05077 -0.61437 -2.49975
21 C -0.57324 0.65832 -2.57290
22 C 1.23155 -1.78221 0.78664
23 C -0.10233 -0.12621 1.38629
24 C -0.88442 -2.46504 1.85223
25 H -1.95961 0.18844 2.44150
26 H -1.84614 2.63070 2.16041
27 H 3.72629 1.42262 1.11489
28 H -4.83233 1.52345 0.40470
29 H -2.09075 1.99596 -1.90308
30 H 4.90478 2.15908 0.02049
31 H -0.21135 -2.54705 -1.62755
32 H -0.94891 -3.59007 -0.00505
33 H -1.59550 -1.98544 2.52654
34 H 0.81636 -0.88882 -3.07987
35 H 0.00117 3.66383 0.92365
36 H -4.35964 1.77349 -1.29375
37 H 1.58379 -2.79228 0.69451
38 H 1.81329 2.32737 -0.00072
39 H 5.21402 0.56513 0.71314
40 H -0.37637 -3.27577 2.38315
41 H -0.11900 1.39956 -3.21240
42 H -3.30439 2.35911 0.02487
43 H -2.38884 -3.77671 1.02111
44 H 4.50541 0.31715 -1.63345
45 H 3.01582 1.22755 -1.31884

Results of the Löwdin charge analysis, in e, for atoms 1 through 6:
1 O 0.068
2 O -0.019
3 O -0.076
4 N -0.034
5 C -0.155
6 C -0.083

=====

Question: orbital gap of number 1 (C20H21N5O4)?
Answer: 8.799 eV

=====

Question: Look up the LUMO of the first one.
Answer: 0.6 eV

=====

Question: orbital gap of number 2 (C20H21NO3)?
Answer: 8.586 eV